# C4H8O2

2 unconnected molecules or ions with the total composition C4H8O2 (the ωB97M-V functional and the def2-TZVPD basis, the OMol25 dataset).

Properties
Total energy = -307.59626 Ha
Net charge = 0
Energy relative to the best compared isomer or geometry (same formula, charge and spin) = 72.90 kcal/mol
E_LUMO = 1.07 eV
Frontier orbital gap = 9.3738 eV
Highest occupied orbital energy = -8.3 eV
SMILES string = C1=COCCO1.[H][H]

Geometry (Å):
C  -0.913  -0.740  0.591
C  -1.282  0.499  0.269
O  -0.387  1.434  -0.191
C  0.902  1.148  0.317
C  1.304  -0.284  -0.006
O  0.359  -1.218  0.506
H  -1.625  -1.514  0.851
H  -0.926  -1.499  -1.800
H  -1.269  -0.885  -1.542
H  -2.299  0.853  0.371
H  0.884  1.295  1.405
H  1.600  1.856  -0.135
H  2.267  -0.527  0.456
H  1.384  -0.417  -1.091


# C2H22BeO9

A molecular structure, C2H22BeO9 (the ωB97M-V functional and the def2-TZVPD basis, the OMol25 dataset).

Properties
Total energy = -780.05505 Ha
Net charge = +3
E_LUMO (spin up / spin down) = -12.42 / -16.68 eV
Frontier orbital gap (spin up / spin down) = 8.7365 / 4.4713 eV
Highest occupied orbital energy (spin up / spin down) = -21.2 / -21.2 eV
Multiplicity = 2

Geometry (Å):
Be  0.049  -0.020  0.650
C  -0.507  0.650  -3.524
C  -0.832  -0.550  -2.694
O  0.158  -0.755  -1.806
H  -0.109  1.454  -2.903
H  -1.480  0.944  -3.916
H  0.217  0.540  -4.331
H  -1.166  -1.456  -3.200
H  -1.707  -0.246  -2.119
H  0.763  -1.400  -2.180
O  2.342  0.455  -0.709
H  3.204  0.598  -0.319
H  2.528  0.185  -1.609
O  1.398  -2.172  0.342
H  1.100  -3.068  0.184
H  2.350  -2.216  0.247
O  -2.340  1.027  0.748
H  -2.349  1.550  1.550
H  -3.240  0.713  0.656
O  -0.505  -1.325  2.932
H  -0.564  -1.033  3.841
H  -1.114  -2.061  2.876
O  -0.127  1.681  2.854
H  0.088  2.602  2.711
H  -0.427  1.642  3.762
O  -1.698  -1.913  0.334
H  -2.297  -2.332  0.953
H  -1.754  -2.451  -0.456
O  2.271  0.281  2.195
H  2.197  0.449  3.135
H  3.195  0.433  1.997
O  0.145  2.290  -0.494
H  -0.647  2.751  -0.771
H  0.858  2.753  -0.934